one | 12
Properties=species:S:1:pos:R:3 method="wB97M-V/def2-TZVPD" smiles="O=COC1CC1" homo_lumo_gap_ev=11.6 charge=0
O -0.545 1.171 0.134
O -1.504 0.216 1.966
C 0.561 0.285 0.075
C -1.447 1.064 1.119
C 0.427 -1.191 -0.143
C 0.794 -0.277 -1.282
H -2.151 1.906 1.016
H 0.008 -0.066 -2.003
H 1.794 -0.284 -1.696
H 1.222 -1.808 0.275
H 1.394 0.636 0.682
H -0.554 -1.652 -0.144

---

two | 12
Properties=species:S:1:pos:R:3 method="wB97M-V/def2-TZVPD" smiles="CC1=COCO1" homo_lumo_gap_ev=9.2 charge=0
O -0.701 0.948 0.216
O 1.552 1.151 0.061
C -1.018 -1.494 0.221
C 1.203 -0.187 0.166
C -0.119 -0.316 0.230
C 0.327 1.740 -0.335
H 0.237 1.693 -1.436
H 0.268 2.763 0.033
H -1.681 -1.432 -0.650
H -1.642 -1.543 1.120
H 1.997 -0.916 0.229
H -0.422 -2.408 0.145

---

three | 12
Properties=species:S:1:pos:R:3 method="wB97M-V/def2-TZVPD" homo_lumo_gap_ev=6.8 charge=0
O -0.973 -0.988 -0.167
O 1.302 -0.283 -0.193
C -0.197 1.205 0.131
C 0.313 -1.437 -0.303
C 0.659 0.828 -0.630
C -1.394 0.058 0.675
H -0.789 2.234 0.030
H -1.450 -0.166 1.856
H 0.465 -2.012 -1.269
H 0.800 -2.062 0.377
H 0.281 1.599 1.165
H 0.981 1.023 -1.673

---

four | 12
Properties=species:S:1:pos:R:3 method="wB97M-V/def2-TZVPD" homo_lumo_gap_ev="8.5 / 8.5" charge=0
O 1.550 -0.110 1.001
O -1.774 -0.530 -0.553
C -1.488 0.694 0.113
C -0.678 -0.498 0.346
C 2.187 0.175 -0.093
C 0.657 -0.671 -0.359
H -2.217 0.999 0.861
H 0.939 -1.705 -0.531
H -1.103 1.495 -0.521
H -0.812 -1.062 1.267
H 0.573 -0.082 -1.287
H 2.168 1.295 -0.245

---

Verdict on stability: three comes out at the bottom.

---

one | 12
Properties=species:S:1:pos:R:3 method="wB97M-V/def2-TZVPD" homo_lumo_gap_ev=10.2 charge=0
S 2.024 0.462 -0.500
O 2.614 -0.716 0.116
O 1.653 1.560 0.663
N -0.231 -1.387 0.062
C 0.158 -0.077 -0.698
C -0.841 0.934 -0.396
C -1.540 1.897 -0.134
H -0.116 -0.435 -1.784
H -2.403 2.488 -0.113
H -0.394 -1.208 1.044
H 1.667 1.171 1.488
H 0.655 -1.873 -0.080

---

two | 12
Properties=species:S:1:pos:R:3 method="wB97M-V/def2-TZVPD" homo_lumo_gap_ev=9.7 charge=0
S 0.989 -0.536 1.516
O 1.672 -1.921 3.556
O 0.156 0.953 -0.748
N -0.286 -0.993 0.473
C 0.988 -1.934 2.560
C -0.404 1.739 -1.794
C -0.545 -0.154 -0.456
H 0.345 -2.768 2.160
H -0.540 1.101 -2.739
H -1.444 -0.301 -1.122
H -1.331 2.295 -1.440
H 0.400 2.519 -1.966

---

three | 12
Properties=species:S:1:pos:R:3 method="wB97M-V/def2-TZVPD" homo_lumo_gap_ev=10.0 charge=0
S 1.035 -0.638 1.068
O 0.361 -0.981 2.306
O 2.134 0.294 1.161
N -0.659 0.833 0.835
C -0.844 2.101 0.965
C 0.179 -1.360 -2.037
C 0.651 -2.243 -2.653
H -1.216 0.224 1.416
H 1.011 -3.028 -3.291
H -1.672 2.593 1.592
H -0.619 -0.665 -1.695
H -0.361 2.870 0.334

---

four | 12
Properties=species:S:1:pos:R:3 method="wB97M-V/def2-TZVPD" homo_lumo_gap_ev="7.9 / 6.7" charge=0
S -1.873 1.028 -1.163
O -1.075 3.545 -3.437
O 0.659 2.295 -3.015
N -0.461 2.637 -3.028
C -0.425 0.542 -0.342
C -0.315 -0.220 0.948
C 0.040 -0.864 -0.318
H 0.394 1.257 -0.626
H 1.031 -1.050 -0.490
H -1.258 -0.556 1.458
H 0.411 -0.083 1.652
H -0.575 -1.592 -0.945

---

Verdict on stability: four comes out at the bottom.

---

one | 12
Properties=species:S:1:pos:R:3 method="wB97M-V/def2-TZVPD" smiles="O=C1OCCN1S" homo_lumo_gap_ev=9.8 charge=0
S -1.314 1.986 0.493
O -0.275 -1.680 -0.141
O -2.445 -1.030 -0.275
N -0.542 0.744 -0.446
C -1.298 -0.906 -0.316
C 0.828 0.347 -0.123
C 0.878 -1.061 0.463
H 1.888 -1.407 0.004
H -1.167 2.846 -0.583
H 1.312 0.318 -1.177
H 0.858 -1.259 1.627
H 1.278 1.103 0.473

---

two | 12
Properties=species:S:1:pos:R:3 method="wB97M-V/def2-TZVPD" homo_lumo_gap_ev=9.5 charge=0
S 0.511 -2.520 -0.298
O 1.842 1.736 1.764
O 0.309 1.318 3.237
N 0.813 1.151 2.139
C 0.691 -1.727 1.402
C 0.307 0.267 1.170
C -0.073 0.561 -0.024
H 1.812 -2.080 -0.570
H -0.431 -0.267 -0.746
H -0.192 -2.004 2.009
H -0.157 1.699 -0.297
H 1.614 -1.608 1.950

---

Verdict on stability: two comes out at the bottom.

---

one | 11
Properties=species:S:1:pos:R:3 method="wB97M-V/def2-TZVPD" homo_lumo_gap_ev=8.5 charge=0
O -0.821 -1.247 -0.030
N -0.605 3.041 -1.171
N 1.321 -0.699 0.643
N 0.152 -2.334 0.086
N 1.404 -1.984 0.293
N 0.044 1.185 0.067
C 0.065 -0.010 0.382
C -1.012 2.101 -0.184
H -0.221 -3.112 -0.604
H -2.168 2.382 1.151
H -1.579 3.692 -0.916

---

two | 11
Properties=species:S:1:pos:R:3 method="wB97M-V/def2-TZVPD" homo_lumo_gap_ev=8.0 charge=0
O 0.647 -1.366 0.223
N -1.433 -0.689 -0.082
N 2.004 -1.090 -0.079
N 0.132 0.946 -0.016
N -2.609 0.114 -0.174
N 1.387 1.295 0.165
C -0.192 -0.426 -0.253
C 2.291 0.107 -0.283
H -2.443 1.088 0.264
H 3.465 0.490 -0.164
H -3.249 -0.468 0.400

---

Verdict on stability: one comes out at the bottom.